Run w
{"formula": "C4H11N3O2", "method": "ωB97M-V/def2-TZVPD", "smiles": "[H]/N=C(\\N)NC.CC(=O)O", "multiplicity": 1, "gap_ev": 8.983, "homo_ev": -8.394, "species": ["H", "N", "C", "N", "N", "C", "H", "H", "H", "H", "H", "H", "C", "C", "O", "O", "H", "H", "H", "H"], "positions_angstrom": [[1.94615, -0.10113, -2.25239], [1.16513, 0.04267, -1.81176], [0.28231, 1.02899, -1.94908], [0.50254, 2.34830, -2.30880], [-0.72051, 0.84766, -0.86344], [-2.17263, 0.80565, -1.01996], [-0.08056, 3.11883, -1.84224], [0.72468, 2.55368, -3.22393], [-0.38652, 0.40574, -0.06217], [-2.71653, 1.57911, -0.47986], [-2.52566, -0.25721, -1.06266], [-2.52781, 1.10522, -2.00947], [0.82767, -1.89928, 3.35204], [0.50550, -1.57932, 1.92307], [-0.54729, -1.07597, 1.57297], [1.51993, -1.86745, 0.98589], [0.34866, -1.14550, 3.88540], [1.90029, -2.01908, 3.51548], [0.45773, -2.83148, 3.46996], [1.49693, -1.05941, 0.18096]]}


Run x
{"formula": "C4H11N3O2", "method": "ωB97M-V/def2-TZVPD", "smiles": "[H]/N=C(\\N)NC.CC(=O)O", "multiplicity": 1, "gap_ev": 8.955, "homo_ev": -8.369, "species": ["H", "N", "C", "N", "N", "C", "H", "H", "H", "H", "H", "H", "C", "C", "O", "O", "H", "H", "H", "H"], "positions_angstrom": [[-1.10051, 0.82568, -1.46334], [-1.85326, 0.75393, -0.83019], [-2.05791, -0.18104, -0.01322], [-1.20241, -1.26459, 0.16341], [-2.99378, -0.14611, 0.97684], [-4.23774, 0.56749, 0.76101], [-1.44916, -2.15276, 0.46754], [-0.42861, -1.19307, -0.47211], [-2.90456, -0.60281, 1.95374], [-4.94196, 0.16828, 1.44160], [-4.69859, 0.32303, -0.21609], [-3.98488, 1.59406, 0.79185], [3.28237, -1.20140, 0.07279], [2.88578, 0.20768, -0.27967], [1.99142, 0.90020, -0.04879], [4.01012, 0.64291, -0.94627], [3.75939, -1.11796, 1.24590], [4.10904, -1.58264, -0.53279], [2.39866, -1.93991, 0.10952], [4.34017, 1.57425, -0.78119]]}


Run y
{"formula": "C4H11N3O2", "method": "ωB97M-V/def2-TZVPD", "smiles": "CN=C(N)N.CC(=O)O", "multiplicity": 1, "gap_ev": 9.895, "homo_ev": -9.180, "species": ["C", "N", "C", "N", "N", "H", "H", "H", "H", "H", "H", "H", "C", "C", "O", "O", "H", "H", "H", "H"], "positions_angstrom": [[-2.45964, 1.08023, -1.82433], [-1.41142, 0.11721, -1.51318], [-0.25533, 0.44252, -1.91056], [0.88896, -0.08379, -1.33589], [0.08843, 1.44561, -2.84715], [-2.18000, 2.13537, -1.87694], [-3.27225, 1.02168, -1.09838], [-2.91485, 0.82599, -2.79196], [0.79234, -0.63556, -0.49763], [1.59502, -0.56673, -1.87957], [-0.56327, 2.21992, -2.95102], [0.97076, 1.82989, -2.57861], [0.30241, 0.33668, 1.78038], [0.91497, -0.89809, 2.33820], [1.64638, -1.64766, 1.75435], [0.48953, -1.13251, 3.62515], [0.02506, 1.04541, 2.55659], [-0.71177, -0.03546, 1.54678], [0.81508, 0.60933, 0.86361], [0.30912, -2.08608, 3.75982]]}


Quick ranking, most stable first: run y, run x, run w.


Run w
{"formula": "C4H11N3O2", "method": "ωB97M-V/def2-TZVPD", "smiles": "[H]/N=C(/N)NC.CC(=O)O", "multiplicity": 1, "gap_ev": 9.458, "homo_ev": -8.681, "species": ["H", "N", "C", "N", "N", "C", "H", "H", "H", "H", "H", "H", "C", "C", "O", "O", "H", "H", "H", "H"], "positions_angstrom": [[-0.75929, -0.17201, -0.37918], [-0.42265, -0.72814, 0.35399], [-1.29334, -1.33893, 1.18016], [-0.70773, -2.57607, 1.94801], [-2.57406, -1.06263, 1.50625], [-2.97731, 0.34077, 1.58962], [-1.50109, -3.14380, 1.92890], [0.33756, -2.92735, 1.83478], [-3.21669, -1.76824, 1.32526], [-2.87014, 0.73304, 0.55807], [-2.13114, 0.82290, 2.27582], [-3.80717, 0.53167, 2.22756], [2.80101, 0.42443, -2.40587], [1.84613, 1.39596, -1.68962], [0.89628, 2.02129, -2.13718], [2.41452, 1.58313, -0.48176], [2.80013, -0.42590, -1.77941], [3.76176, 0.80574, -2.43738], [2.24915, -0.08509, -3.28977], [2.32272, 2.42820, -0.01669]]}


Run x
{"formula": "C4H11N3O2", "method": "ωB97M-V/def2-TZVPD", "smiles": "CN=C(N)N.CC(=O)O", "multiplicity": 1, "gap_ev": 9.733, "homo_ev": -9.214, "species": ["C", "N", "C", "N", "N", "H", "H", "H", "H", "H", "H", "H", "C", "C", "O", "O", "H", "H", "H", "H"], "positions_angstrom": [[1.82416, -2.43017, 1.45521], [0.62109, -1.66148, 1.63091], [0.63316, -0.50193, 2.14264], [1.74072, 0.20070, 2.70380], [-0.50622, 0.27296, 2.06687], [1.95051, -2.64826, 0.39480], [1.75734, -3.33022, 2.07045], [2.76249, -1.95322, 1.79793], [2.37791, 0.50711, 1.98825], [2.22869, -0.32774, 3.41184], [-0.66269, 0.98443, 2.75852], [-1.32354, -0.23185, 1.77460], [-0.51679, 0.48503, -1.50915], [-1.13776, 1.04674, -2.73986], [-0.73415, 0.91086, -3.85079], [-2.25416, 1.79421, -2.49557], [0.38947, -0.12234, -1.55884], [-1.13204, -0.12209, -0.84459], [-0.21938, 1.28304, -0.85699], [-2.91227, 1.38796, -1.92191]]}


Quick ranking, most stable first: run x, run w.


Run w
{"formula": "C4H11N3O2", "method": "ωB97M-V/def2-TZVPD", "smiles": "CN=C(N)N.CC(=O)O", "multiplicity": 1, "gap_ev": 10.210, "homo_ev": -9.542, "species": ["C", "N", "C", "N", "N", "H", "H", "H", "H", "H", "H", "H", "C", "C", "O", "O", "H", "H", "H", "H"], "positions_angstrom": [[-0.93505, -1.89824, -1.42318], [0.22427, -1.88372, -0.57697], [1.13049, -1.02435, -0.65919], [2.36935, -1.25369, -0.00353], [1.16458, 0.26172, -1.38113], [-1.01163, -0.97292, -2.01885], [-1.83421, -1.96891, -0.79818], [-1.03223, -2.76666, -2.09050], [2.48061, -0.87344, 0.92485], [2.66700, -2.20823, -0.09924], [1.80144, 0.80881, -0.80017], [1.83047, 0.04102, -2.12625], [-1.60531, 0.95452, 1.66518], [-1.02206, 2.21473, 1.15332], [-1.56485, 3.07826, 0.49816], [0.26484, 2.42252, 1.51615], [-0.88435, 0.21717, 2.00302], [-2.13895, 0.42238, 0.85519], [-2.33050, 1.23974, 2.42486], [0.42608, 3.18928, 0.93648]]}


Run x
{"formula": "C4H11N3O2", "method": "ωB97M-V/def2-TZVPD", "smiles": "[H]/N=C(/N)NC.CC(=O)O", "multiplicity": 1, "gap_ev": 9.441, "homo_ev": -9.035, "species": ["H", "N", "C", "N", "N", "C", "H", "H", "H", "H", "H", "H", "C", "C", "O", "O", "H", "H", "H", "H"], "positions_angstrom": [[2.13992, -1.51599, -2.63420], [2.36712, -1.37914, -1.66949], [1.41803, -1.45295, -0.77474], [1.84167, -1.16380, 0.59380], [0.18912, -1.93497, -0.94242], [-0.45610, -1.59064, -2.12535], [1.34441, -0.15498, 0.58476], [2.88668, -1.08661, 0.48660], [-0.46580, -1.94456, -0.07868], [-1.02453, -2.31989, -2.65648], [0.19745, -1.37599, -2.95599], [-1.27852, -0.68279, -2.03438], [-0.74994, 1.71169, -0.08771], [-1.11995, 1.85168, 1.43450], [-0.53726, 2.40875, 2.35117], [-2.46039, 1.42710, 1.60220], [0.25919, 1.57239, -0.44036], [-1.22356, 2.73963, -0.40869], [-1.58448, 1.13521, -0.61432], [-2.60716, 1.17355, 2.57132]]}


Run y
{"formula": "C4H11N3O2", "method": "ωB97M-V/def2-TZVPD", "smiles": "[H]/N=C(/N)NC.CC(=O)O", "multiplicity": 1, "gap_ev": 9.482, "homo_ev": -8.730, "species": ["H", "N", "C", "N", "N", "C", "H", "H", "H", "H", "H", "H", "C", "C", "O", "O", "H", "H", "H", "H"], "positions_angstrom": [[0.94102, 0.49889, -2.70940], [0.62189, 0.87525, -1.83638], [-0.51013, 1.25158, -1.49423], [-0.88135, 1.57644, -0.18732], [-1.65819, 1.13784, -2.36069], [-2.09539, 2.18604, -3.24917], [-1.85133, 1.84795, -0.15150], [-0.26722, 2.13892, 0.38697], [-2.33002, 0.41300, -2.16097], [-3.04394, 2.63728, -2.93904], [-2.01457, 1.84818, -4.28563], [-1.44988, 3.07613, -3.23886], [1.15838, -0.52467, 1.95252], [1.34681, -1.94448, 2.32867], [2.38263, -2.53223, 2.41653], [0.13466, -2.48918, 2.65657], [0.24224, -0.29308, 1.41884], [2.00780, -0.18394, 1.34757], [1.27192, 0.18206, 2.77953], [0.34040, -3.38980, 2.88830]]}


Quick ranking, most stable first: run w, run y, run x.


Run w
{"formula": "C4H11N3O2", "method": "ωB97M-V/def2-TZVPD", "multiplicity": 1, "gap_ev": 9.780, "homo_ev": -9.143, "species": ["C", "C", "N", "N", "N", "H", "H", "H", "H", "H", "H", "H", "H", "C", "C", "O", "O", "H", "H", "H"], "positions_angstrom": [[-1.90986, -1.25142, 1.06965], [-1.12331, 1.01714, 0.93106], [-1.01391, -0.25083, 0.51574], [-2.10011, 1.39478, 1.82384], [-0.32408, 1.85591, 0.30391], [-0.14957, -0.60788, -0.06528], [-2.96000, -0.96390, 0.99050], [-1.66847, -1.58464, 2.08668], [-2.52078, 0.56954, 2.22207], [-2.01066, 2.16054, 2.46790], [0.29716, 1.37444, -0.38084], [-0.27947, 2.85510, 0.38018], [-1.85809, -2.12508, 0.43482], [2.85226, -1.18398, -1.64901], [1.55838, -0.55553, -1.16088], [0.74748, -1.32805, -0.56247], [1.26909, 0.65774, -1.32304], [2.48605, -1.84887, -2.41497], [3.30074, -1.72561, -0.82341], [3.47911, -0.37940, -2.06829]]}


Run x
{"formula": "C4H11N3O2", "method": "ωB97M-V/def2-TZVPD", "multiplicity": 1, "gap_ev": 7.117, "homo_ev": -7.341, "species": ["C", "C", "N", "N", "N", "H", "H", "H", "H", "H", "H", "H", "H", "C", "C", "O", "O", "H", "H", "H"], "positions_angstrom": [[-2.89040, 1.86602, 1.60900], [-1.85233, 0.50123, -0.10369], [-0.85012, 0.33325, -1.01026], [-1.85416, 1.67936, 0.54483], [-2.86974, -0.36693, 0.03429], [0.11161, 0.26479, -0.53542], [-0.86744, -0.60423, -1.40061], [-0.92646, 2.07400, 0.59378], [-3.80566, -0.24916, 0.35867], [-2.66543, -1.26142, -0.37650], [-3.82260, 2.26447, 1.16382], [-2.55763, 2.62802, 2.37473], [-3.10526, 0.87542, 1.96866], [3.67173, -1.96636, -0.39583], [2.60154, -0.86864, -0.32536], [1.40553, -1.28075, -0.27241], [2.95317, 0.32025, -0.24156], [3.67919, -2.43907, -1.36812], [3.77502, -2.70939, 0.37307], [4.67699, -1.44458, -0.42924]]}


Run y
{"formula": "C4H11N3O2", "method": "ωB97M-V/def2-TZVPD", "multiplicity": 1, "gap_ev": 8.010, "homo_ev": -7.559, "species": ["C", "N", "C", "O", "H", "H", "H", "H", "H", "C", "N", "N", "C", "O", "H", "H", "H", "H", "H", "H"], "positions_angstrom": [[1.77715, 0.26373, 1.10147], [0.77642, -0.74856, 0.80558], [-0.66026, -0.44775, 1.27768], [-0.82870, 0.38432, 2.21138], [1.09234, -1.69621, 0.97693], [-1.11912, -1.46396, 1.37503], [2.77284, -0.18257, 1.11270], [1.56889, 0.74268, 2.06200], [1.73914, 1.04678, 0.34069], [-0.25749, -0.49038, -1.21510], [0.53550, 0.24804, -1.99071], [-1.20910, 1.57714, -0.34214], [-1.24533, 0.14539, -0.33257], [-0.39171, -1.77465, -1.59948], [-0.96495, -2.23378, -0.96845], [0.41070, 1.24961, -1.88587], [1.17947, -0.21343, -2.61485], [-0.79076, 1.87305, 0.54681], [-2.13583, 1.98528, -0.39035], [-2.24919, -0.26471, -0.47075]]}


Run z
{"formula": "C4H11N3O2", "method": "ωB97M-V/def2-TZVPD", "smiles": "CN=C(N)N.CC(=O)O", "multiplicity": 1, "gap_ev": 9.174, "homo_ev": -8.449, "species": ["C", "N", "C", "N", "N", "H", "H", "H", "H", "H", "H", "H", "C", "C", "O", "O", "H", "H", "H", "H"], "positions_angstrom": [[-0.15014, -1.77833, -0.59300], [0.29045, -0.59256, 0.06454], [1.46794, -0.88407, 0.47483], [2.18994, -2.00751, 0.73691], [2.15820, 0.34529, 0.75518], [0.64994, -1.80849, -1.47874], [-1.04360, -1.64368, -1.10891], [-0.33422, -2.67290, -0.01376], [1.66752, -2.90136, 0.57732], [3.22388, -2.05987, 0.97350], [1.59503, 0.95330, 1.35219], [3.10298, 0.32411, 1.22852], [-2.66856, 1.67187, -0.80653], [-1.51552, 1.74389, 0.06320], [-1.38211, 1.42367, 1.19760], [-0.49048, 2.42176, -0.50631], [-3.39605, 1.02721, -0.33715], [-2.68643, 1.25019, -1.73258], [-3.13046, 2.68004, -0.92784], [0.45169, 2.50742, 0.08105]]}


Quick ranking, most stable first: run w, run x, run z, run y.


Run w
{"formula": "C4H11N3O2", "method": "ωB97M-V/def2-TZVPD", "smiles": "CN=C(N)N.CC(=O)O", "multiplicity": 1, "gap_ev": 8.672, "homo_ev": -7.968, "species": ["C", "N", "C", "N", "N", "H", "H", "H", "H", "H", "H", "H", "C", "C", "O", "O", "H", "H", "H", "H"], "positions_angstrom": [[3.13565, 0.28500, -0.08412], [1.82558, 0.25502, -0.61467], [1.02257, 1.27719, -0.74163], [1.44425, 2.59103, -0.44280], [-0.25844, 0.79115, -0.88457], [3.66727, -0.54537, -0.59149], [3.04800, 0.08662, 1.01622], [3.73899, 1.23655, -0.13792], [2.18110, 2.94836, -1.02368], [0.66005, 3.20951, -0.64934], [-0.49712, -0.18480, -0.90377], [-1.05087, 1.38917, -1.04492], [-3.03214, -1.35544, 1.38694], [-2.23408, -1.76905, 0.19612], [-2.40593, -1.43111, -0.97270], [-1.16225, -2.48704, 0.56918], [-2.31083, -0.82034, 2.05260], [-3.39118, -2.21284, 2.03265], [-3.85001, -0.72859, 1.03904], [-0.53060, -2.53502, -0.20113]]}


Run x
{"formula": "C4H11N3O2", "method": "ωB97M-V/def2-TZVPD", "smiles": "CN=C(N)N.CC(=O)O", "multiplicity": 1, "gap_ev": 9.876, "homo_ev": -9.249, "species": ["C", "N", "C", "N", "N", "H", "H", "H", "H", "H", "H", "H", "C", "C", "O", "O", "H", "H", "H", "H"], "positions_angstrom": [[-2.09847, -0.95393, 2.11918], [-1.35278, -0.30337, 1.13955], [-0.63846, 0.72740, 1.36438], [-0.37182, 1.01106, 2.88566], [-0.27091, 1.60854, 0.37570], [-3.05138, -0.46416, 2.40972], [-1.67292, -1.01816, 3.16915], [-2.31539, -1.94879, 1.73070], [-1.23237, 1.40474, 3.38396], [0.31772, 1.78875, 2.90472], [-0.65828, 1.23930, -0.52164], [0.66092, 1.84722, 0.20712], [2.38447, -0.31315, -3.19527], [1.04070, -0.71422, -2.53620], [0.03966, -0.84779, -3.15067], [0.96604, -1.02327, -1.21030], [2.37026, -0.09893, -4.39447], [2.96676, -1.25159, -3.04827], [3.01340, 0.52377, -2.64504], [-0.09717, -1.21344, -0.98800]]}


Quick ranking, most stable first: run w, run x.